Formula: C6H12O
Source: OMol25
Level of theory: wB97M-V/def2-TZVPD

Summary:
Relative energy (zero: lowest compared OMol25 entry of this formula, charge and spin) = 3.0711 eV
Largest force on an atom = 2.71 eV/Å
Kohn-Sham gap = 9.127 eV
SMILES = C/C=C(/C)O.C=C
Molecular weight = 100.161 g/mol

XYZ file:
```
19
Properties=species:S:1:pos:R:3:nbo_charge:R:1
C -1.9179 -1.6844 -0.0066 -0.663
C -0.4966 -1.5856 -0.4043 -0.280
C 0.4184 -0.8025 0.0706 0.288
C 1.7974 -0.7925 -0.4712 -0.666
O 0.2166 -0.1948 1.2784 -0.689
H -2.5284 -1.5318 -0.9539 0.222
H -2.3867 -1.0370 0.7574 0.224
H -1.6614 -2.6889 0.4958 0.236
H -0.2383 -2.3053 -1.1772 0.198
H 2.2018 0.2030 -0.6430 0.212
H 1.8834 -1.3132 -1.4248 0.225
H 2.3943 -1.2902 0.2824 0.214
H 0.8520 0.5224 1.3313 0.478
C 0.2995 2.1933 -0.3772 -0.431
C -0.4227 2.4906 0.6958 -0.361
H 1.2171 2.7454 -0.5455 0.200
H -0.1231 1.6387 -1.2071 0.207
H -0.0131 3.0619 1.5129 0.185
H -1.4922 2.3709 0.7862 0.199
```

Formula: C6H12O
Source: OMol25
Level of theory: wB97M-V/def2-TZVPD

Summary:
Relative energy (zero: lowest compared OMol25 entry of this formula, charge and spin) = 1.4717 eV
Largest force on an atom = 0.29 eV/Å
Kohn-Sham gap = 10.402 eV
SMILES = CCO[C@H]1C[C@H]1C
Molecular weight = 100.161 g/mol

XYZ file:
```
19
Properties=species:S:1:pos:R:3:nbo_charge:R:1
C 2.8583 0.5307 0.2461 -0.623
C 1.5084 0.1585 -0.3365 -0.059
O 0.5537 0.0948 0.7097 -0.532
C -0.4076 -0.8869 0.4980 0.090
C -1.7167 -0.7209 1.1976 -0.438
C -1.6415 -0.5834 -0.3054 -0.254
C -1.8318 0.7777 -0.9312 -0.611
H 3.1774 -0.2034 0.9927 0.211
H 2.8213 1.5088 0.7332 0.212
H 3.6134 0.5599 -0.5446 0.209
H 1.5747 -0.8097 -0.8556 0.165
H 1.1764 0.8851 -1.0913 0.167
H 0.0180 -1.8912 0.4377 0.177
H -1.8354 0.1982 1.7654 0.223
H -2.1929 -1.5920 1.6403 0.217
H -2.0303 -1.4196 -0.8826 0.211
H -1.3986 0.8227 -1.9370 0.207
H -2.8967 1.0202 -1.0128 0.212
H -1.3500 1.5504 -0.3236 0.218
```

Formula: C6H12O
Source: OMol25
Level of theory: wB97M-V/def2-TZVPD

Summary:
Relative energy (zero: lowest compared OMol25 entry of this formula, charge and spin) = 1.8211 eV
Largest force on an atom = 3.08 eV/Å
Kohn-Sham gap = 10.757 eV
SMILES = CCCCCC=O
Molecular weight = 100.161 g/mol

XYZ file:
```
19
Properties=species:S:1:pos:R:3:nbo_charge:R:1
C 0.0129 2.9979 -0.2712 -0.612
C 0.4501 1.6066 -0.9069 -0.401
C 0.8416 0.5775 0.0410 -0.411
C 0.8394 -0.8728 -0.5675 -0.384
C -0.6252 -1.5398 -0.6322 -0.530
C -1.0728 -1.6811 0.7917 0.442
O -0.4015 -1.5735 1.7916 -0.525
H -0.7190 3.4402 -0.9530 0.213
H -0.7231 2.6397 0.5417 0.207
H 0.8764 3.6404 0.0640 0.218
H -0.5205 1.2660 -1.3087 0.178
H 1.1519 1.4512 -1.7776 0.207
H 1.8120 0.7159 0.4800 0.208
H 0.1461 0.5586 0.9240 0.208
H 1.1576 -1.1031 -1.6436 0.203
H 1.4090 -1.5505 0.0188 0.215
H -0.6219 -2.4614 -1.2072 0.240
H -1.2211 -0.8183 -1.1972 0.225
H -2.2117 -1.7203 0.9967 0.099
```

Formula: C6H12O
Source: OMol25
Level of theory: wB97M-V/def2-TZVPD

Summary:
Relative energy (zero: lowest compared OMol25 entry of this formula, charge and spin) = 1.9565 eV
Largest force on an atom = 0.30 eV/Å
Kohn-Sham gap = 10.574 eV
SMILES = C=C1CCO[C@@H]1C.[H][H]
Molecular weight = 100.161 g/mol

XYZ file:
```
19
Properties=species:S:1:pos:R:3:nbo_charge:R:1
C -0.7548 -1.3673 -0.9216 -0.414
C -0.3028 -0.4181 -0.1061 0.021
C -1.0949 0.3439 0.9234 -0.475
C -0.4285 1.7087 0.7933 -0.062
O 0.9520 1.4084 0.6611 -0.527
C 1.0800 0.2158 -0.1185 0.045
C 1.5983 0.5491 -1.5089 -0.618
H -0.1241 -1.8257 -1.6779 0.201
H -1.7800 -1.7228 -0.8571 0.203
H -2.1717 0.3360 0.7355 0.223
H -0.9117 -0.0693 1.9259 0.222
H -0.8014 2.2302 -0.1046 0.160
H -0.5495 2.3641 1.6580 0.195
H 1.8004 -0.4274 0.4052 0.192
H 2.5640 1.0589 -1.4368 0.220
H 1.7258 -0.3621 -2.1026 0.208
H 0.8896 1.2041 -2.0267 0.211
H -0.9181 -2.6503 2.2422 -0.009
H -0.7725 -2.5762 1.5164 0.005
```

Formula: C6H12O
Source: OMol25
Level of theory: wB97M-V/def2-TZVPD

Summary:
Relative energy (zero: lowest compared OMol25 entry of this formula, charge and spin) = 2.9383 eV
Largest force on an atom = 1.35 eV/Å
Kohn-Sham gap = 10.565 eV
SMILES = CCC[C@H]1O[C@@H]1C
Molecular weight = 100.161 g/mol

XYZ file:
```
19
Properties=species:S:1:pos:R:3:nbo_charge:R:1
C -2.2116 -1.1030 0.1630 -0.594
C -1.6337 0.2509 0.4589 -0.425
C -0.8129 0.7955 -0.7169 -0.459
C 0.4955 0.8181 0.0194 0.087
O 0.8468 -0.2064 1.2662 -0.551
C 1.3972 -0.3010 0.0059 0.046
C 2.8223 0.0395 -0.1667 -0.621
H -1.4125 -1.7709 -0.1961 0.197
H -2.9835 -1.0433 -0.6036 0.197
H -2.6031 -1.5278 1.0877 0.211
H -0.9173 0.0601 1.2557 0.258
H -2.2963 1.0252 0.8288 0.201
H -0.8107 0.1300 -1.6018 0.208
H -1.1422 1.7858 -1.0837 0.224
H 0.7524 1.7682 0.4634 0.213
H 1.0126 -1.1671 -0.5469 0.170
H 2.9489 0.2853 -1.2243 0.210
H 3.4574 -0.7867 0.1339 0.212
H 3.0305 0.9277 0.4377 0.215
```

Formula: C6H12O
Source: OMol25
Level of theory: wB97M-V/def2-TZVPD

Summary:
Relative energy (zero: lowest compared OMol25 entry of this formula, charge and spin) = 1.3989 eV
Largest force on an atom = 0.62 eV/Å
Kohn-Sham gap = 10.674 eV
SMILES = CC1(C)OC1(C)C
Molecular weight = 100.161 g/mol

XYZ file:
```
19
Properties=species:S:1:pos:R:3:nbo_charge:R:1
C 1.5275 0.9372 0.4437 -0.637
C 0.7241 -0.3217 0.2064 0.225
C 1.4182 -1.3184 -0.7615 -0.645
O -0.0924 -0.9973 1.1855 -0.497
C -0.7206 -0.0890 0.2768 0.204
C -1.3568 1.0743 1.0383 -0.631
C -1.5525 -0.5313 -0.8834 -0.629
H 2.5863 0.7256 0.3767 0.210
H 1.2779 1.4802 1.3585 0.227
H 1.2504 1.6127 -0.3862 0.214
H 1.2789 -0.9904 -1.7921 0.213
H 1.0333 -2.3407 -0.6712 0.231
H 2.5088 -1.4016 -0.6114 0.218
H -1.5843 1.9443 0.4117 0.210
H -2.3150 0.7001 1.4241 0.219
H -0.7743 1.3979 1.9045 0.221
H -2.5338 -0.8557 -0.5432 0.213
H -1.0366 -1.3199 -1.4291 0.219
H -1.6794 0.3340 -1.5533 0.216
```

Formula: C6H12O
Source: OMol25
Level of theory: wB97M-V/def2-TZVPD

Summary:
Relative energy (zero: lowest compared OMol25 entry of this formula, charge and spin) = 5.2066 eV
Largest force on an atom = 0.33 eV/Å
Kohn-Sham gap = 7.618 eV
Molecular weight = 100.161 g/mol

XYZ file:
```
19
Properties=species:S:1:pos:R:3:nbo_charge:R:1
C 2.5608 -0.2918 -0.2707 -0.621
C 1.6470 0.7304 0.3517 -0.544
C 0.3325 0.3658 0.7417 0.253
C -0.9858 0.6281 -0.9895 -0.722
C -2.0730 -0.0154 -0.1613 -0.449
C -1.4413 -1.1292 0.7051 -0.074
O -0.0277 -0.9178 0.8267 -0.493
H 2.9548 -1.0221 0.4512 0.206
H 2.0346 -0.8656 -1.0454 0.209
H 3.4144 0.1974 -0.7507 0.214
H 2.0491 1.6425 0.7859 0.226
H 0.5364 0.9347 -0.4766 0.417
H -0.2473 1.0985 1.3095 0.196
H -1.2440 1.6370 -1.3304 0.204
H -0.6735 0.0043 -1.8380 0.195
H -2.8893 -0.4491 -0.7517 0.211
H -2.5333 0.7385 0.4905 0.196
H -1.8778 -1.1729 1.7091 0.181
H -1.5365 -2.1133 0.2428 0.192
```

Formula: C6H12O
Source: OMol25
Level of theory: wB97M-V/def2-TZVPD

Summary:
Relative energy (zero: lowest compared OMol25 entry of this formula, charge and spin) = 0.9351 eV
Largest force on an atom = 0.98 eV/Å
Kohn-Sham gap = 10.580 eV
SMILES = CC[C@H]1CCCO1
Molecular weight = 100.161 g/mol

XYZ file:
```
19
Properties=species:S:1:pos:R:3:nbo_charge:R:1
C 2.4032 -0.4272 0.0374 -0.600
C 1.5219 0.7326 -0.3563 -0.413
C 0.1340 0.5104 0.3154 0.105
C -0.9739 0.7193 -0.6761 -0.429
C -2.1383 0.0257 0.0091 -0.432
C -1.4447 -1.2193 0.5774 -0.061
O -0.1401 -0.7670 0.9627 -0.548
H 2.4678 -0.4608 1.1277 0.210
H 1.9105 -1.3478 -0.2811 0.213
H 3.4003 -0.3631 -0.3971 0.203
H 1.9765 1.6942 -0.0558 0.204
H 1.4538 0.8115 -1.4588 0.194
H 0.0113 1.2348 1.1249 0.166
H -0.9608 1.8102 -0.7574 0.221
H -0.7703 0.2834 -1.6670 0.202
H -2.9979 -0.1992 -0.6266 0.217
H -2.4655 0.6241 0.8644 0.203
H -2.0275 -1.6309 1.4204 0.184
H -1.3604 -2.0307 -0.1632 0.161
```

Formula: C6H12O
Source: OMol25
Level of theory: wB97M-V/def2-TZVPD

Summary:
Relative energy (zero: lowest compared OMol25 entry of this formula, charge and spin) = 4.0545 eV
Largest force on an atom = 0.27 eV/Å
Kohn-Sham gap = 9.183 eV
Molecular weight = 100.161 g/mol

XYZ file:
```
19
Properties=species:S:1:pos:R:3:nbo_charge:R:1
C 2.3414 0.0111 -0.0805 -0.632
C 0.9736 -0.4458 0.4061 -0.001
O 1.0432 -1.0135 1.7103 -0.699
C -0.0117 0.6991 0.6316 -0.111
C -0.7784 1.1522 -1.0082 -0.541
C -1.4037 0.4392 0.1914 -0.296
C -1.9604 -0.9580 -0.0463 -0.615
H 2.3055 0.3347 -1.1283 0.203
H 3.0571 -0.8128 0.0015 0.222
H 2.6960 0.8523 0.5256 0.212
H 0.6256 -1.2711 -0.2300 0.159
H 1.1638 -0.2629 2.3136 0.474
H 0.2312 1.5541 -0.5564 0.299
H -0.5709 0.5038 -1.8586 0.227
H -1.2434 2.1031 -1.2672 0.250
H -2.1377 1.0687 0.7013 0.207
H -1.3873 -1.5190 -0.7902 0.203
H -2.9948 -0.9024 -0.4012 0.215
H -1.9490 -1.5327 0.8855 0.225
```

Formula: C6H12O
Source: OMol25
Level of theory: wB97M-V/def2-TZVPD

Summary:
Relative energy (zero: lowest compared OMol25 entry of this formula, charge and spin) = 7.0684 eV
Largest force on an atom = 2.48 eV/Å
Kohn-Sham gap = 8.057 eV
Molecular weight = 100.161 g/mol

XYZ file:
```
19
Properties=species:S:1:pos:R:3:nbo_charge:R:1
C 1.7090 -0.0447 -1.3639 -0.628
C 1.4676 0.7000 -0.0786 -0.091
O 1.0747 2.0948 -0.2790 -0.524
C -0.2538 1.7840 0.2196 -0.251
C 0.3160 0.5716 0.8485 0.161
C -1.3315 -1.0957 1.4789 -0.615
C -1.1965 -1.1581 -0.2022 -0.628
H 2.5373 0.4361 -1.8907 0.230
H 1.9645 -1.0972 -1.2107 0.224
H 0.8541 0.0106 -2.0439 0.208
H 2.3762 0.7129 0.5409 0.210
H -0.9143 1.6323 -0.6514 0.187
H -0.5795 2.6531 0.7985 0.203
H -0.4522 -1.0298 2.1304 0.253
H -1.6431 -2.1442 1.5865 0.197
H -2.1749 -0.5454 1.9423 0.217
H -0.8750 -2.1451 -0.5145 0.217
H -0.6533 -0.4446 -0.8508 0.208
H -2.2253 -0.8906 -0.4599 0.222
```

Formula: C6H12O
Source: OMol25
Level of theory: wB97M-V/def2-TZVPD

Summary:
Relative energy (zero: lowest compared OMol25 entry of this formula, charge and spin) = 2.9237 eV
Largest force on an atom = 3.67 eV/Å
Kohn-Sham gap = 9.317 eV
Molecular weight = 100.161 g/mol

XYZ file:
```
19
Properties=species:S:1:pos:R:3:nbo_charge:R:1
C 1.8716 -0.5787 -0.7661 -0.765
C 0.9014 0.1212 0.1572 0.394
O 1.3308 0.4034 1.4277 -0.704
C 0.0722 1.2346 -0.4185 -0.458
C -1.2913 1.1105 0.2522 -0.390
C -1.7561 -0.3227 -0.0043 -0.425
C -0.5682 -1.2052 0.3353 -0.524
H 2.7743 -1.0016 -0.3028 0.207
H 2.0848 -0.1123 -1.7393 0.223
H 0.9779 -1.2530 -0.6931 0.312
H 2.0819 -0.1686 1.6300 0.477
H 0.5486 2.2073 -0.2470 0.229
H -0.0186 1.0910 -1.5043 0.208
H -1.1613 1.2656 1.3311 0.206
H -1.9919 1.8567 -0.1216 0.206
H -2.0200 -0.4264 -1.0675 0.191
H -2.6646 -0.5534 0.5661 0.211
H -0.6529 -2.1813 -0.2243 0.204
H -0.5186 -1.4870 1.3895 0.198
```

Formula: C6H12O
Source: OMol25
Level of theory: wB97M-V/def2-TZVPD

Summary:
Relative energy (zero: lowest compared OMol25 entry of this formula, charge and spin) = 2.4763 eV
Largest force on an atom = 1.42 eV/Å
Kohn-Sham gap = 10.625 eV
SMILES = CCOCC1CC1
Molecular weight = 100.161 g/mol

XYZ file:
```
19
Properties=species:S:1:pos:R:3:nbo_charge:R:1
C 2.6061 0.7598 0.1494 -0.660
C 2.0644 -0.6671 0.0719 -0.064
O 0.9830 -0.4733 -0.9081 -0.587
C -0.4040 -0.7732 -0.9000 -0.038
C -1.2392 -0.4057 0.3090 -0.265
C -2.6930 -0.0422 0.1057 -0.414
C -1.7109 1.0025 0.5478 -0.420
H 3.5293 0.9442 -0.4110 0.209
H 1.7575 1.1685 -0.4076 0.256
H 2.6609 1.2147 1.1422 0.206
H 1.7608 -1.0575 1.0547 0.177
H 2.7803 -1.3760 -0.3690 0.183
H -0.8082 -0.2051 -1.7578 0.183
H -0.5527 -1.8335 -1.1401 0.166
H -1.0326 -0.9980 1.1971 0.210
H -3.0770 0.0221 -0.9110 0.212
H -3.4253 -0.4035 0.8241 0.216
H -1.4300 1.7681 -0.1714 0.215
H -1.7694 1.3551 1.5739 0.216
```